Record 1
Below is 12 unconnected molecules or ions with the total composition C63H156N12O12 at a distorted geometry, with properties calculated with ωB97M-V with the def2-TZVPD basis set.

Geometry (Å):
C 2.1883 2.1367 -0.1227
C 0.8689 1.3730 -0.2795
C 0.0307 2.1330 -1.3628
C 1.3529 0.0368 -0.8939
C 0.2293 -1.0325 -0.9366
C -0.2266 -1.2519 0.5286
C -0.6709 -0.0306 1.2662
C -2.0946 0.3269 0.9861
C -0.6380 -0.4218 2.7321
N 0.2617 1.1308 1.0392
O -0.0232 2.2683 1.7021
H 1.8768 3.1464 0.1449
H 2.9286 1.6909 0.5418
H 2.6997 2.1200 -1.0851
H -0.0637 3.1465 -0.9731
H 0.4524 2.3158 -2.3511
H -0.9150 1.5982 -1.4512
H 1.5399 0.2225 -1.9516
H 2.2092 -0.3444 -0.3375
H -0.5813 -0.8608 -1.6447
H 0.7856 -1.9371 -1.1822
H 0.5631 -1.8106 1.0308
H -1.0886 -1.9146 0.6054
H -2.2170 0.7036 -0.0294
H -2.2896 1.2098 1.5949
H -2.8759 -0.3898 1.2388
H -1.0937 -1.3795 2.9836
H -1.0334 0.4321 3.2822
H 0.4357 -0.3747 2.9138
H -0.5993 2.7790 1.1285
C -1.8288 2.0001 8.1640
C -2.1128 0.6209 7.5182
C -2.1522 0.7281 5.9505
C -0.9481 -0.2781 7.9678
C -1.2018 -1.7279 7.5459
C -2.3824 -2.3045 8.3226
C -3.6875 -1.4900 8.0954
C -4.2787 -1.9821 6.7717
C -4.6179 -1.8152 9.2760
N -3.3622 -0.0182 7.9972
O -4.4922 0.7179 7.9460
H -1.3479 1.8671 9.1331
H -1.0817 2.4944 7.5431
H -2.6960 2.6405 8.3253
H -2.3615 -0.2958 5.6410
H -2.9911 1.3274 5.5964
H -1.1879 1.0684 5.5732
H -0.0447 0.0816 7.4753
H -0.7089 -0.2661 9.0312
H -1.2596 -1.8796 6.4681
H -0.3155 -2.2943 7.8317
H -2.0686 -2.4718 9.3529
H -2.5572 -3.3044 7.9256
H -5.2473 -1.4866 6.7068
H -4.5587 -3.0337 6.8340
H -3.7793 -1.7258 5.8373
H -5.5112 -1.1968 9.1883
H -4.0947 -1.6476 10.2174
H -4.9795 -2.8431 9.2467
H -4.6687 0.9374 8.8638
C 2.9637 8.7922 -4.9166
C 2.2655 7.5124 -5.4458
C 1.0694 7.8364 -6.3845
C 3.3033 6.7445 -6.3143
C 4.3223 5.8516 -5.6815
C 3.7420 5.0164 -4.6191
C 2.7809 5.7272 -3.5900
C 2.1284 4.6033 -2.8225
C 3.7104 6.5447 -2.6890
N 1.8284 6.5560 -4.3258
O 0.7148 6.9171 -3.6675
H 2.9297 9.5384 -5.7104
H 2.3905 9.2404 -4.1050
H 4.0057 8.7060 -4.6085
H 0.1459 8.1533 -5.9001
H 1.3186 8.5384 -7.1803
H 0.6878 7.0102 -6.9844
H 2.8040 6.0814 -7.0208
H 3.7493 7.5045 -6.9559
H 4.7500 5.1579 -6.4054
H 5.1949 6.3386 -5.2461
H 4.5493 4.3970 -4.2283
H 3.1072 4.3502 -5.2033
H 1.2454 4.9176 -2.2660
H 2.8067 4.2052 -2.0679
H 1.8704 3.7852 -3.4950
H 3.2950 7.2736 -1.9932
H 4.5790 7.0034 -3.1615
H 4.1738 5.9089 -1.9347
H 1.0351 7.6852 -3.1888
C -1.7984 -6.1857 -4.8417
O -1.4881 -6.6682 -3.5302
C -0.8085 -5.7618 -2.6329
C -1.0409 -6.3311 -1.1912
C -0.2931 -5.7170 0.0531
N -0.4661 -7.7231 -1.1383
H -2.4936 -6.8048 -5.4089
H -0.9771 -6.1112 -5.5545
H -2.2651 -5.2049 -4.7498
H 0.2496 -5.8562 -2.8775
H -1.1694 -4.7504 -2.8193
H -2.1212 -6.3702 -1.0517
H -0.7016 -4.7448 0.3286
H 0.7374 -5.4710 -0.2029
H -0.3280 -6.3782 0.9190
H -1.0125 -8.2423 -0.4660
H -0.7182 -7.9711 -2.0844
C 0.5425 -3.2790 5.1251
O 1.5214 -3.9504 4.2709
C 2.8218 -4.1792 4.8447
C 3.7925 -4.7118 3.7684
C 3.4887 -6.1524 3.4196
N 5.1954 -4.6565 4.2174
H -0.3832 -3.0276 4.6074
H 0.9626 -2.4110 5.6333
H 0.3365 -3.8499 6.0306
H 3.1485 -3.1840 5.1465
H 2.7510 -4.8794 5.6770
H 3.8567 -4.0642 2.8940
H 4.0371 -6.4990 2.5437
H 2.4315 -6.1612 3.1543
H 3.6532 -6.8866 4.2082
H 5.6020 -5.5127 3.8687
H 5.2201 -5.0053 5.1649
C -5.7986 -2.6373 1.8538
O -5.3196 -1.6052 1.0368
C -5.9183 -1.4379 -0.2373
C -5.4391 -2.5296 -1.1700
C -3.8960 -2.4621 -1.2330
N -6.0503 -2.2392 -2.4867
H -5.2753 -2.6750 2.8092
H -5.6936 -3.5875 1.3301
H -6.8250 -2.4491 2.1688
H -6.9890 -1.4430 -0.0333
H -5.5719 -0.4313 -0.4716
H -5.7023 -3.5578 -0.9218
H -3.4612 -2.5596 -0.2382
H -3.5241 -1.4449 -1.3554
H -3.4067 -3.0747 -1.9902
H -5.5993 -1.4107 -2.8477
H -7.0438 -2.0617 -2.5272
C 4.2446 -1.2739 1.6293
O 5.1021 -1.5899 2.7026
C 4.7107 -0.8712 3.8883
C 5.5201 -1.4522 5.1344
C 4.9041 -0.8350 6.3884
N 6.9105 -1.2807 5.0191
H 4.7977 -1.5019 0.7182
H 3.9540 -0.2233 1.6246
H 3.2921 -1.7997 1.5625
H 4.8722 0.2028 3.7952
H 3.6360 -1.0227 3.9892
H 5.5333 -2.5248 5.3283
H 5.4164 -1.1717 7.2897
H 3.8521 -1.1202 6.3876
H 4.9950 0.2495 6.3264
H 7.2360 -0.4001 4.6468
H 7.4715 -1.2929 5.8589
C 0.0365 4.8052 6.2348
O 0.8485 3.6679 6.3404
C 1.0112 3.0599 5.0527
C 2.1708 1.9831 5.0524
C 3.5353 2.4943 5.5875
N 2.2573 1.4822 3.7012
H 0.5045 5.5491 5.5900
H -0.0334 5.3119 7.1973
H -0.8952 4.5063 5.7545
H 0.0638 2.6504 4.7022
H 1.3449 3.7838 4.3092
H 1.8369 1.2121 5.7467
H 4.3547 2.0143 5.0524
H 3.6068 2.4165 6.6723
H 3.5593 3.5274 5.2407
H 1.3544 1.2310 3.3247
H 2.4718 2.3008 3.1497
C 2.0088 -3.6031 -3.6912
O 2.1846 -4.8587 -4.3898
C 2.9836 -5.7861 -3.6636
C 3.0460 -7.1471 -4.4470
C 1.6901 -7.6825 -4.8580
N 3.9155 -8.0614 -3.6552
H 2.9002 -2.9773 -3.6486
H 1.5399 -3.5653 -2.7080
H 1.3625 -3.1274 -4.4289
H 3.9715 -5.3770 -3.4520
H 2.5251 -5.8992 -2.6812
H 3.5724 -6.9816 -5.3870
H 1.1790 -8.1108 -3.9958
H 1.9702 -8.4996 -5.5228
H 1.1567 -6.9747 -5.4927
H 3.5836 -8.2281 -2.7159
H 3.7455 -8.9896 -4.0151
C 2.4503 0.6289 -5.4716
O 0.9924 0.6242 -5.3531
C 0.2036 1.8704 -5.4368
C 0.5816 2.6006 -6.7319
C -0.0707 3.9312 -6.9103
N 0.2822 1.8758 -7.9198
H 2.8300 -0.3221 -5.0981
H 2.8145 1.3695 -4.7596
H 2.7378 0.8839 -6.4917
H -0.8551 1.6113 -5.4473
H 0.3271 2.5735 -4.6131
H 1.6510 2.8097 -6.7578
H -1.1377 3.8358 -7.1114
H 0.4698 4.4966 -7.6696
H 0.0262 4.4423 -5.9525
H -0.7259 1.9179 -7.9663
H 0.5526 0.9179 -7.7480
C -5.4979 3.0172 -0.8652
O -4.9955 3.4653 -2.1480
C -3.7978 4.2107 -2.0908
C -3.4035 4.7944 -3.4683
C -1.8852 5.1675 -3.4672
N -4.0834 6.0189 -3.8097
H -4.7328 2.5226 -0.2669
H -6.3742 2.3775 -0.9700
H -5.6986 3.9438 -0.3273
H -3.7634 4.9649 -1.3047
H -3.0025 3.5159 -1.8210
H -3.7172 4.0835 -4.2327
H -1.5511 5.6985 -4.3586
H -1.2320 4.3055 -3.3317
H -1.6428 5.8728 -2.6724
H -3.7752 6.2337 -4.7473
H -5.0687 5.8936 -3.9927
C -4.8522 0.8490 -3.2381
O -4.3329 -0.3171 -3.8232
C -2.9435 -0.4312 -4.0429
C -2.6189 -1.7783 -4.7660
C -1.1671 -2.2854 -4.6680
N -2.6815 -1.5304 -6.2120
H -4.6322 1.7640 -3.7881
H -4.3926 1.0157 -2.2639
H -5.9395 0.8954 -3.1767
H -2.5727 0.4080 -4.6313
H -2.5084 -0.4172 -3.0436
H -3.2989 -2.5888 -4.5040
H -1.0288 -3.0840 -5.3969
H -1.0346 -2.6005 -3.6330
H -0.4633 -1.4827 -4.8879
H -2.3354 -2.3452 -6.6982
H -3.6410 -1.4764 -6.5228

Values from the calculation:
Orbital gap: 8.2 eV
E_HOMO: -7.8 eV
Strongest force on any atom: 0.088 hartree/bohr
Energy above the lowest of the compared OMol25 structures with the same formula, charge and spin: 124.6 kcal/mol
DFT total energy: -4053.380523 Eh

Record 2
Below is a molecular structure, C63H50AsBrN14ORbS at a distorted geometry, with properties calculated with ωB97M-V with the def2-TZVPD basis set.

Geometry (Å):
Rb -0.4149 0.2193 -0.4562
C -2.1547 -3.2695 -6.5178
C -2.2934 -4.3744 -5.6677
C -2.3940 -4.2079 -4.2896
C -2.3301 -2.9178 -3.7853
C -2.4326 -2.3550 -2.4212
N -2.2327 -1.0158 -2.4539
C -2.1477 -0.6350 -3.7441
N -2.1700 0.6093 -4.2350
C -2.1613 1.6808 -3.4407
C -2.5261 3.0316 -3.9088
C -2.9468 3.5334 -5.1312
C -3.2442 4.8892 -5.2144
C -3.1425 5.7203 -4.0922
C -2.7420 5.2086 -2.8615
C -2.4271 3.8597 -2.7896
C -1.9882 2.9830 -1.6856
N -1.7411 3.4286 -0.4436
C -1.8140 2.6183 0.6152
N -2.3980 1.4049 0.6608
C -2.3960 0.9691 1.9391
N -2.8983 -0.1788 2.3824
C -3.1578 -1.1920 1.5373
N -2.5742 -1.4253 0.3365
C -3.1086 -2.5508 -0.1905
N -2.8734 -3.0820 -1.3963
C -4.0328 -3.1561 0.7735
C -4.7947 -4.3181 0.7571
C -5.5854 -4.5952 1.8639
C -5.6371 -3.7138 2.9553
C -4.8947 -2.5405 2.9581
C -4.0817 -2.2807 1.8612
C -1.7916 1.9962 2.8202
C -1.5957 2.0842 4.1893
C -0.9401 3.2037 4.6877
C -0.4956 4.2179 3.8290
C -0.7207 4.1390 2.4587
C -1.3809 3.0232 1.9696
N -1.8279 1.7269 -2.1354
C -2.1762 -1.8207 -4.6287
C -2.1036 -1.9780 -6.0046
H -2.0926 -3.4278 -7.5893
H -2.3282 -5.3707 -6.0931
H -2.5060 -5.0561 -3.6229
H -3.0443 2.8792 -5.9907
H -3.5656 5.3118 -6.1590
H -3.3871 6.7734 -4.1855
H -2.6784 5.8360 -1.9798
H -4.7635 -4.9853 -0.0979
H -6.1786 -5.5026 1.8857
H -6.2678 -3.9535 3.8048
H -4.9346 -1.8454 3.7892
H -1.9473 1.2975 4.8472
H -0.7686 3.2955 5.7552
H 0.0212 5.0788 4.2413
H -0.3961 4.9271 1.7876
H -1.9973 -1.1137 -6.6512
C -1.5599 -4.4302 3.0613
C -0.9757 -5.0149 1.8296
N -0.9946 -6.2634 1.4900
N -0.2716 -6.2787 0.3192
C 0.1849 -5.0871 -0.0849
S 1.1630 -4.6889 -1.3869
N -0.2929 -4.2747 0.8932
N -0.0251 -2.9093 0.9998
H -1.8322 -5.2345 3.7419
H -2.4513 -3.8383 2.8343
H -0.8272 -3.7694 3.5325
H -0.1464 -7.1351 -0.1851
H -0.8748 -2.3883 0.7714
H 0.6653 -2.6882 0.2841
C 1.2984 4.1441 -2.9181
C 1.7923 4.5671 -1.5275
C 3.2573 5.0105 -1.5901
C 0.9045 5.6895 -0.9659
C 1.7002 3.4065 -0.6076
N 1.6270 2.5036 0.1050
H 1.2104 5.0326 -3.5486
H 0.3233 3.6708 -2.8580
H 1.9972 3.4496 -3.3892
H 3.3364 5.8860 -2.2405
H 3.8828 4.2144 -1.9978
H 3.6327 5.2719 -0.5979
H 1.0285 6.5838 -1.5840
H 1.1793 5.9339 0.0638
H -0.1448 5.3820 -0.9889
Br 3.7797 1.7880 -4.3959
C 2.5998 0.3438 -4.0346
C 2.0703 -0.3971 -5.0749
C 1.2512 -1.4655 -4.7566
C 0.9991 -1.7420 -3.4197
N 1.5100 -1.0182 -2.4217
C 2.2981 0.0164 -2.7235
H 2.2947 -0.1457 -6.1025
H 0.8000 -2.0721 -5.5307
H 0.3701 -2.5789 -3.1351
H 2.7105 0.5798 -1.8871
O 1.6265 -0.5072 0.6147
As 2.4624 -0.2076 2.0013
C 3.4003 -1.8338 2.4763
C 3.3555 -2.8681 1.5454
C 3.9459 -4.0923 1.8396
C 4.5861 -4.2741 3.0592
C 4.6395 -3.2342 3.9845
C 4.0427 -2.0145 3.6959
C 3.8680 1.0970 1.8058
C 3.8262 2.3772 2.3480
C 4.8592 3.2675 2.0921
C 5.9213 2.8875 1.2802
C 5.9546 1.6140 0.7231
C 4.9302 0.7155 0.9904
C 1.4496 0.0809 3.6091
C 1.9704 0.7283 4.7265
C 1.3000 0.6401 5.9409
C 0.1266 -0.0986 6.0366
C -0.3934 -0.7375 4.9173
C 0.2683 -0.6546 3.7030
H 2.8553 -2.7161 0.5969
H 3.8908 -4.8974 1.1148
H 5.0427 -5.2291 3.2949
H 5.1396 -3.3781 4.9359
H 4.0685 -1.2155 4.4293
H 2.9690 2.6978 2.9253
H 4.8257 4.2664 2.5108
H 6.7217 3.5891 1.0746
H 6.7761 1.3224 0.0791
H 4.9500 -0.2762 0.5580
H 2.8905 1.2911 4.6627
H 1.6984 1.1459 6.8126
H -0.3903 -0.1673 6.9870
H -1.3242 -1.2902 4.9817
H -0.1209 -1.1659 2.8313

Values from the calculation:
Orbital gap (alpha / beta): 4.7 / 4.7 eV
Charge: -1
E_HOMO (alpha / beta): -3.0 / -3.0 eV
Strongest force on any atom: 0.035 hartree/bohr
DFT total energy: -8504.779890 Eh